15
Properties=species:S:1:pos:R:3 method="wB97M-V/def2-TZVPD" e_above_lowest_kj_mol=149.1 smiles="C[C@@H](S)Br.C=CBr" lumo_ev=0.74
C 2.174 -1.999 -0.300
C -3.369 1.932 -0.475
C 2.350 -0.516 -0.152
C -3.040 1.170 0.530
S 0.886 0.196 0.687
Br 4.090 -0.077 0.656
Br -3.547 -0.631 0.660
H 1.122 -2.063 -0.780
H 2.954 -2.387 -0.992
H 2.056 -2.631 0.590
H 1.604 1.195 1.045
H -3.716 1.448 -1.390
H -3.247 2.952 -0.403
H 2.477 -0.111 -1.174
H -2.792 1.521 1.500

***

52
Properties=species:S:1:pos:R:3 method="wB97M-V/def2-TZVPD" charge=-2 lumo_ev="3.73 / 3.73" spin_multiplicity=2
Zr -1.663 1.004 1.210
P 1.195 0.115 1.067
F 2.052 -0.781 2.158
F 0.586 1.170 2.193
F 2.435 1.127 0.907
F 0.229 0.986 0.164
F 1.689 -0.796 -0.107
F -0.167 -0.667 1.350
P -1.969 3.781 2.212
F -2.913 2.823 1.411
F -1.674 2.388 2.969
F -0.914 3.165 1.134
F -0.752 4.536 2.939
F -2.145 4.949 1.061
F -3.119 4.233 3.271
P -2.658 0.640 -1.568
F -3.475 -0.671 -2.200
F -3.400 0.765 -0.105
F -1.700 -0.305 -0.693
F -1.906 1.701 -0.782
F -1.650 0.743 -2.829
F -3.723 1.772 -2.057
P -3.198 -0.714 3.050
F -2.515 -2.147 3.292
F -2.779 -0.804 1.439
F -4.694 -1.268 2.943
F -3.702 0.672 2.581
F -3.499 -0.463 4.617
F -1.767 -0.034 3.047
P -0.719 -4.012 0.219
F -1.629 -2.748 0.426
F -0.119 -3.280 -1.148
F 0.495 -3.375 1.126
F 0.268 -5.333 -0.029
F -1.113 -4.719 1.671
F -2.032 -4.687 -0.529
Br 3.122 4.660 -0.322
C 4.090 3.044 -0.927
C 3.832 2.726 -2.429
Br 1.880 2.427 -2.792
H 4.025 2.112 -0.365
H 5.153 3.283 -0.922
H 4.327 1.849 -2.846
H 4.053 3.608 -3.030
Br 2.295 -0.675 -3.229
C 3.186 -2.316 -2.604
C 2.398 -3.550 -3.165
Br 3.209 -5.173 -2.374
H 3.014 -2.346 -1.528
H 4.266 -2.240 -2.731
H 2.455 -3.611 -4.251
H 1.342 -3.562 -2.895

***

16
Properties=species:S:1:pos:R:3 method="wB97M-V/def2-TZVPD" e_above_lowest_kj_mol=386.0 lumo_ev="-0.40 / 0.25"
C -2.402 0.782 1.162
C 2.024 0.508 -1.079
C -1.414 -0.198 0.416
C 2.127 -1.640 -0.438
O 2.129 -0.690 -1.387
O -0.642 0.394 -0.628
Cl 3.009 -2.994 -1.113
Br 2.811 -1.077 1.330
H -2.298 1.812 0.652
H -3.469 0.514 1.124
H -2.263 1.148 2.179
H 1.760 1.192 -1.868
H 2.372 0.902 -0.070
H -1.127 0.929 -1.324
H -2.073 -0.958 0.028
H -0.545 -0.624 1.016

***

17
Properties=species:S:1:pos:R:3 method="wB97M-V/def2-TZVPD" e_above_lowest_kj_mol=30.5 charge=+1 smiles=Cn1nc[n+](N)c1CBr lumo_ev=-3.96
C -1.274 -1.181 -0.803
C 0.227 0.022 0.150
C -0.671 2.245 -0.594
C 1.363 0.416 0.994
N -1.591 0.026 -1.012
N -0.700 0.813 -0.433
N -0.072 -1.242 -0.085
N 0.475 -2.415 0.372
Br 2.981 0.470 -0.156
H -1.972 -2.030 -1.250
H 0.157 2.338 -1.354
H -1.628 2.629 -0.819
H -0.530 2.665 0.497
H 1.538 -0.414 1.858
H 1.265 1.408 1.415
H -0.181 -3.165 -0.119
H 0.614 -2.587 1.339

***

17
Properties=species:S:1:pos:R:3 method="wB97M-V/def2-TZVPD" e_above_lowest_kj_mol=415.6 lumo_ev=0.57
C -1.685 -0.029 -0.788
C 0.084 0.277 1.742
C -0.271 0.635 -0.840
C 0.680 0.197 0.311
N 1.174 -1.583 0.330
O 2.310 -1.722 0.247
O 0.235 -2.286 0.373
O 0.330 0.292 -2.066
Br 2.452 0.995 0.106
H -1.416 -0.919 -0.237
H -2.320 0.671 -0.306
H -1.913 -0.157 -1.808
H -0.727 -0.381 1.873
H 0.948 -0.025 2.463
H -0.192 1.424 1.877
H -0.577 1.659 -0.862
H 0.890 0.954 -2.414

***

22
Properties=species:S:1:pos:R:3 method="wB97M-V/def2-TZVPD" e_above_lowest_kj_mol=19.4 charge=+2 lumo_ev="-8.78 / -8.50" spin_multiplicity=2
O 0.197 -1.340 1.368
O 0.724 1.712 2.280
C 0.769 2.590 1.249
O 1.707 1.993 0.301
C 1.998 2.676 -0.899
Ce 2.172 0.142 1.740
H 1.167 3.592 1.503
H -0.201 2.681 0.723
H 3.089 2.713 -0.983
H 1.594 2.112 -1.751
H 1.579 3.692 -0.879
S -0.716 -2.158 0.307
O -1.516 -1.317 -0.552
O -1.495 -3.291 1.055
C 0.465 -3.134 -0.776
F 0.078 -3.024 -2.024
F 1.667 -2.600 -0.634
F 0.479 -4.390 -0.403
C -2.950 -3.263 1.100
H -3.329 -3.774 0.210
H -3.349 -2.245 1.156
H -3.198 -3.784 2.027

***

15
Properties=species:S:1:pos:R:3 method="wB97M-V/def2-TZVPD" e_above_lowest_kj_mol=125.4 smiles="C=C[C@@H](C)[SiH](Cl)Cl" lumo_ev=0.70
C -1.076 0.816 -1.782
C -0.306 0.818 -0.741
C 1.701 -0.038 0.248
C 0.225 -0.420 -0.084
Si -0.778 -0.759 1.507
Cl 0.213 -2.364 2.389
Cl -2.689 -1.055 0.774
H -1.342 1.751 -2.392
H -1.329 -0.017 -2.496
H -0.133 1.730 -0.134
H 1.541 0.735 1.026
H 2.287 -0.817 0.545
H 1.984 0.514 -0.642
H 0.447 -1.281 -0.716
H -0.745 0.386 2.498

***

21
Properties=species:S:1:pos:R:3 method="wB97M-V/def2-TZVPD" e_above_lowest_kj_mol=0.0 charge=-1 lumo_ev=2.73
C -2.985 -1.483 0.944
S -2.198 -0.673 -0.471
O -3.146 -0.875 -1.575
O -1.972 0.707 -0.022
In 0.072 -1.790 -0.849
C 1.087 -1.366 1.120
C 1.583 -0.001 1.218
O 1.326 0.889 1.959
F 2.499 0.279 0.200
H -2.556 -2.480 1.066
H -4.051 -1.562 0.733
H -2.793 -0.872 1.825
H 0.863 -1.035 -2.190
H -0.177 -3.516 -1.007
H 1.907 -2.084 1.160
H 0.378 -1.528 1.931
C 2.058 3.402 -1.135
Cl 2.426 2.803 -2.755
Cl 2.938 4.913 -0.824
Cl 0.335 3.608 -0.905
H 2.404 2.664 -0.421

***

17
Properties=species:S:1:pos:R:3 method="wB97M-V/def2-TZVPD" e_above_lowest_kj_mol=136.6 charge=+1 lumo_ev=-3.79
C -0.008 0.472 0.457
C 1.865 1.210 -0.851
C -0.147 0.175 -1.919
C -2.772 -2.463 1.865
N 0.607 0.796 1.587
N 0.554 0.596 -0.721
Cl -1.604 -0.134 0.596
Cl -2.088 -3.132 3.250
Cl -3.748 -3.553 1.037
H 1.860 2.226 -0.451
H 2.131 1.265 -1.902
H 2.630 0.626 -0.339
H -0.555 -0.825 -1.782
H 0.543 0.157 -2.756
H -0.966 0.857 -2.143
H 0.121 0.661 2.461
H 1.578 1.067 1.612

***

17
Properties=species:S:1:pos:R:3 method="wB97M-V/def2-TZVPD" e_above_lowest_kj_mol=0.0 smiles="ClC(Cl)Cl.CN(C)C=O" lumo_ev=0.50
C -0.314 0.424 -2.246
O 0.248 1.382 -2.737
N -0.733 0.346 -1.009
C -1.356 -0.923 -0.561
C -0.741 1.500 -0.029
H -0.387 -0.516 -2.814
H -0.867 -1.327 0.325
H -1.485 -1.696 -1.319
H -2.345 -0.566 -0.272
H -1.063 2.497 -0.327
H -1.300 1.398 0.901
H 0.216 1.815 0.388
C 1.942 -0.842 1.916
Cl 2.912 -0.547 0.497
Cl 2.712 -0.156 3.348
Cl 1.507 -2.567 2.153
H 1.054 -0.223 1.786

***

17
Properties=species:S:1:pos:R:3 method="wB97M-V/def2-TZVPD" e_above_lowest_kj_mol=205.3 smiles=C[C@H](Cl)P(Cl)[C@@H](Cl)CO lumo_ev=0.62
C 1.376 1.288 -2.078
C -0.377 -1.489 1.704
C 0.827 1.015 -0.759
C -1.044 -0.624 0.674
O -1.104 -1.456 2.894
P -0.111 -0.566 -0.954
Cl 2.154 0.699 0.336
Cl -2.770 -0.944 0.604
Cl -1.669 -0.043 -2.056
H 1.812 0.332 -2.368
H 2.102 2.086 -2.149
H 0.577 1.670 -2.808
H 0.600 -1.181 1.854
H -1.414 -0.621 3.090
H -0.163 -2.529 1.425
H 0.263 1.977 -0.439
H -1.059 0.386 1.029

***

14
Properties=species:S:1:pos:R:3 method="wB97M-V/def2-TZVPD" e_above_lowest_kj_mol=216.8 lumo_ev=0.94
C -1.379 -0.587 1.435
C 1.715 0.588 -1.455
C -0.015 -0.284 0.802
C -0.130 0.229 -0.593
F -0.736 1.461 -0.602
Cl -0.932 -0.855 -1.676
H -2.107 0.315 1.222
H -1.280 -0.729 2.539
H -1.840 -1.380 0.915
H 1.530 1.468 -2.148
H 2.303 0.692 -0.550
H 1.889 -0.282 -2.086
H 0.462 0.528 1.239
H 0.519 -1.164 0.957

***

14
Properties=species:S:1:pos:R:3 method="wB97M-V/def2-TZVPD" e_above_lowest_kj_mol=357.6 lumo_ev="0.49 / 0.41"
C 1.426 -1.692 -0.064
C -1.604 2.230 -0.277
C 0.907 -0.251 0.027
C -0.547 -0.207 0.360
F -0.821 -0.215 1.685
Cl -1.617 -1.237 -0.501
H 1.110 -2.261 0.810
H 2.513 -1.694 -0.105
H 1.038 -2.182 -0.954
H -2.604 1.954 -0.025
H -1.026 2.777 0.438
H -1.293 2.230 -1.298
H 1.433 0.283 0.820
H 1.085 0.264 -0.917

***

14
Properties=species:S:1:pos:R:3 method="wB97M-V/def2-TZVPD" e_above_lowest_kj_mol=147.7 smiles=CCC[C@@H](F)Cl lumo_ev=0.99
C 1.860 -0.510 -0.155
C 0.540 -0.040 -0.600
C -0.298 0.417 0.508
C -1.841 0.357 0.320
H 1.876 -0.394 0.910
H 2.097 -1.679 -0.308
H 2.616 0.063 -0.693
H 0.622 0.847 -1.313
H -0.050 -0.952 -1.142
H -0.337 1.436 0.485
H -0.017 0.037 1.445
H -2.318 0.516 1.306
F -2.424 1.217 -0.598
Cl -2.326 -1.314 -0.165

***

16
Properties=species:S:1:pos:R:3 method="wB97M-V/def2-TZVPD" lumo_ev="0.89 / -1.24" spin_multiplicity=3
C 2.231 1.037 -0.001
C 1.219 0.066 -0.491
C -1.689 -1.238 -0.306
C 0.031 0.030 0.467
N -2.824 -0.582 0.083
F -0.531 1.253 0.643
F 0.257 -0.435 1.782
Cl -1.410 -1.329 -1.967
H 2.029 2.133 -0.135
H 2.241 0.984 1.068
H 3.316 1.018 -0.268
H 0.720 0.242 -1.507
H 1.579 -0.948 -0.303
H -1.677 -2.188 0.188
H -2.659 -0.459 1.101
H -2.833 0.416 -0.353